{"formula": "C44H37MoN4O3S2Sb", "method": "the ωB97M-V functional and the def2-TZVPD basis", "total_charge": 2, "e_tot_ev": -88380.2402, "homo_lumo_gap_ev": [6.560, 6.561], "de_lowest_kj_mol": 23.5, "species": ["Sb", "Mo", "S", "S", "O", "O", "O", "N", "N", "N", "N", "C", "C", "C", "C", "C", "C", "C", "C", "C", "C", "C", "C", "C", "C", "C", "C", "C", "C", "C", "C", "C", "C", "C", "C", "C", "C", "C", "C", "C", "C", "C", "C", "C", "C", "C", "C", "C", "C", "C", "C", "C", "C", "C", "C", "H", "H", "H", "H", "H", "H", "H", "H", "H", "H", "H", "H", "H", "H", "H", "H", "H", "H", "H", "H", "H", "H", "H", "H", "H", "H", "H", "H", "H", "H", "H", "H", "H", "H", "H", "H", "H"], "coordinates": [[-1.172, 2.284, -0.851], [0.918, -1.718, -0.204], [-0.660, -2.024, 1.490], [0.494, 0.777, 0.218], [6.171, 0.388, 1.417], [3.701, 0.296, 0.323], [2.503, -1.609, 0.620], [0.225, -1.594, -2.089], [0.907, -3.757, -0.761], [-1.624, -0.576, 4.721], [0.153, 2.779, 3.345], [-0.667, 4.573, -2.579], [-0.966, 4.689, 0.863], [1.207, 5.218, -3.906], [5.958, -0.860, 1.862], [2.204, 2.030, -2.148], [4.737, -1.491, 1.570], [-0.645, -0.481, 2.330], [-0.433, -2.660, -3.986], [-2.942, -0.824, -1.200], [-4.936, 2.673, -2.736], [-3.447, 1.814, 1.545], [-3.553, 0.400, -1.803], [-1.283, 5.551, 1.897], [-1.315, -5.173, 3.483], [0.027, -2.837, -2.707], [-2.294, 5.205, 2.784], [-2.984, 4.010, 2.650], [6.672, -2.827, 3.050], [-0.156, 0.686, 1.868], [-1.677, 3.493, 0.736], [0.039, -4.931, 3.663], [-5.480, 1.406, -2.893], [0.012, 3.416, -2.174], [-2.998, 1.672, -1.720], [3.734, -0.778, 0.801], [1.282, -4.910, 0.087], [0.880, -4.857, 2.561], [-1.168, -0.539, 3.668], [-0.519, -1.261, -4.195], [6.917, -1.547, 2.605], [-0.981, -5.288, 1.106], [0.009, 1.840, 2.699], [-3.696, 2.810, -2.140], [1.322, 3.162, -2.603], [-4.802, 0.298, -2.420], [-1.825, -5.357, 2.203], [4.512, -2.796, 2.040], [0.375, -5.027, 1.279], [-2.688, 3.113, 1.628], [5.462, -3.467, 2.769], [-0.109, -0.656, -3.038], [1.885, 4.091, -3.480], [0.430, -3.969, -1.944], [-0.075, 5.471, -3.447], [-3.645, 1.430, 2.546], [0.440, -4.803, 4.659], [1.687, 5.908, -4.587], [-2.877, -5.569, 2.065], [-1.972, -5.233, 4.340], [0.375, -4.976, -2.350], [-2.540, 5.870, 3.600], [-0.043, 0.400, -2.836], [-0.170, 4.943, 0.174], [-0.740, 6.477, 2.016], [-0.680, -3.439, -4.689], [7.430, -3.340, 3.626], [-3.621, -1.266, -0.468], [1.245, -5.802, -0.543], [1.938, -4.671, 2.706], [3.004, 1.872, -2.869], [-2.015, -0.592, -0.683], [-0.607, 6.362, -3.748], [5.278, -4.471, 3.124], [-4.407, 1.950, 1.044], [-1.383, -5.447, 0.111], [2.666, 2.255, -1.185], [-3.753, 3.753, 3.367], [-2.727, -1.576, -1.960], [3.566, -3.269, 1.824], [-0.841, -0.762, -5.093], [7.858, -1.060, 2.832], [1.686, 1.080, -2.046], [2.314, -4.770, 0.409], [-5.473, 3.552, -3.065], [-2.908, 1.032, 1.003], [-5.256, -0.682, -2.502], [-3.311, 3.806, -1.990], [-1.647, 4.813, -2.199], [7.046, 0.690, 1.693], [2.895, 3.917, -3.830], [-6.450, 1.287, -3.356]], "lowdin_charge": [1.651, 1.310, 0.755, 0.698, 0.113, 0.161, -0.332, -0.169, -0.125, 0.234, 0.253, -0.133, -0.110, -0.032, -0.239, -0.080, -0.077, -0.638, 0.016, -0.065, -0.046, -0.032, -0.291, -0.050, -0.065, -0.302, -0.028, -0.019, -0.029, -0.619, -0.347, -0.064, -0.034, -0.291, -0.285, -0.359, -0.134, -0.065, -0.236, -0.034, 0.010, -0.077, -0.240, -0.116, -0.272, -0.017, -0.074, -0.015, -0.290, -0.296, -0.053, -0.159, -0.020, -0.042, -0.048, 0.098, 0.115, 0.123, 0.113, 0.115, 0.154, 0.123, 0.065, 0.104, 0.120, 0.127, 0.124, 0.104, 0.132, 0.103, 0.098, -0.012, 0.122, 0.114, 0.104, 0.117, 0.082, 0.130, 0.090, 0.082, 0.117, 0.129, -0.001, 0.116, 0.122, 0.038, 0.130, 0.083, 0.082, 0.133, 0.125, 0.122]}

{"formula": "C44H38AsF3N3O2Pd", "method": "the ωB97M-V functional and the def2-TZVPD basis", "total_charge": 1, "spin_multiplicity": 3, "e_tot_ev": -127272.0660, "homo_lumo_gap_ev": [8.716, 6.187], "de_lowest_kj_mol": 166.5, "species": ["Pd", "As", "F", "F", "F", "O", "O", "N", "N", "N", "C", "C", "C", "C", "C", "C", "C", "C", "C", "C", "C", "C", "C", "C", "C", "C", "C", "C", "C", "C", "C", "C", "C", "C", "C", "C", "C", "C", "C", "C", "C", "C", "C", "C", "C", "C", "C", "C", "C", "C", "C", "C", "C", "C", "H", "H", "H", "H", "H", "H", "H", "H", "H", "H", "H", "H", "H", "H", "H", "H", "H", "H", "H", "H", "H", "H", "H", "H", "H", "H", "H", "H", "H", "H", "H", "H", "H", "H", "H", "H", "H", "H"], "coordinates": [[-0.134, -1.446, 0.904], [0.734, 1.857, -0.077], [7.833, -0.338, -2.407], [8.749, -0.120, -0.453], [7.619, 1.517, -1.316], [0.353, 0.272, -0.459], [-2.359, -1.442, 0.618], [-4.557, -0.860, 0.344], [-5.298, 0.296, 0.196], [-0.815, -3.717, 0.365], [0.908, -3.573, -1.367], [2.012, -4.096, -2.018], [4.027, -0.631, -0.661], [-0.295, 2.947, -1.282], [0.073, 1.800, 4.083], [-0.116, 3.142, 4.379], [-6.110, -2.382, 1.444], [-4.443, 1.335, 0.179], [-3.164, 0.870, 0.349], [-6.688, -3.638, 1.547], [0.300, -4.286, -0.336], [2.530, -5.328, -1.639], [-6.705, 0.296, -0.174], [6.422, -0.924, 0.714], [-0.998, 5.040, -2.231], [-5.314, -4.421, -0.265], [4.409, 3.014, -1.682], [7.659, 0.172, -1.175], [-4.739, -3.164, -0.380], [0.381, 2.346, 1.763], [-0.197, 4.335, -1.346], [1.925, -6.036, -0.613], [-6.293, -4.657, 0.691], [0.315, 1.402, 2.777], [-4.902, 2.738, -0.013], [5.294, 2.670, -0.668], [0.210, 3.696, 2.063], [-1.167, 2.265, -2.124], [-0.048, 4.091, 3.367], [5.240, -1.356, 1.296], [-3.226, -0.538, 0.450], [-1.881, 4.361, -3.063], [3.049, 2.798, -1.518], [4.828, 2.110, 0.516], [2.588, 2.240, -0.331], [0.805, -5.524, 0.030], [4.034, -1.203, 0.619], [1.669, -1.827, 1.647], [2.776, -1.573, 1.196], [3.469, 1.899, 0.692], [5.205, -0.197, -1.233], [-1.956, 2.974, -3.017], [-5.146, -2.149, 0.472], [6.402, -0.340, -0.540], [2.477, -3.535, -2.820], [2.353, 3.057, -2.307], [4.783, 3.443, -2.603], [-1.216, 1.185, -2.072], [3.398, -5.734, -2.144], [0.518, 4.870, -0.735], [0.468, 0.358, 2.574], [-4.065, 3.413, 0.154], [7.362, -1.042, 1.237], [-5.265, 2.898, -1.031], [3.083, -0.521, -1.180], [-6.751, -5.635, 0.763], [-0.932, 6.119, -2.272], [6.356, 2.837, -0.803], [-3.982, -2.966, -1.128], [-0.196, 5.141, 3.589], [0.042, 1.058, 4.872], [3.098, 1.465, 1.612], [5.251, -1.812, 2.277], [-7.346, 0.494, 0.686], [0.330, -6.080, 0.831], [-2.627, 2.446, -3.684], [-1.225, -4.359, 1.026], [-7.439, -3.821, 2.304], [-6.974, -0.666, -0.597], [-6.875, 1.064, -0.925], [-2.502, 4.916, -3.754], [0.278, 4.442, 1.286], [-0.312, 3.452, 5.398], [5.522, 1.839, 1.301], [2.321, -6.997, -0.309], [-2.277, 1.467, 0.406], [-6.403, -1.585, 2.118], [5.204, 0.256, -2.218], [-5.005, -5.213, -0.933], [-1.525, -3.357, -0.255], [-5.706, 2.995, 0.679], [0.510, -2.609, -1.658]], "lowdin_charge": [0.975, 1.230, 0.152, 0.149, 0.107, -0.555, -0.130, 0.061, -0.044, 0.053, -0.066, -0.079, -0.032, -0.306, -0.060, -0.064, -0.017, -0.246, 0.061, -0.061, -0.325, -0.087, 0.022, 0.000, -0.067, -0.062, -0.058, -0.569, -0.012, -0.300, -0.101, -0.077, -0.068, -0.104, 0.004, -0.073, -0.086, -0.106, -0.065, -0.005, -0.384, -0.068, -0.082, -0.067, -0.304, -0.038, -0.249, -0.134, -0.119, -0.096, -0.023, -0.069, -0.204, -0.134, 0.107, 0.105, 0.116, 0.094, 0.105, 0.101, 0.043, 0.088, 0.125, 0.092, 0.116, 0.111, 0.112, 0.105, 0.120, 0.111, 0.114, 0.112, 0.124, 0.100, 0.112, 0.110, 0.100, 0.112, 0.099, 0.096, 0.110, 0.083, 0.111, 0.123, 0.108, 0.091, 0.123, 0.134, 0.111, 0.063, 0.095, 0.098]}

{"formula": "C44H38BaF4N10S2Te", "method": "the ωB97M-V functional and the def2-TZVPD basis", "total_charge": 0, "e_tot_ev": -101668.9811, "homo_lumo_gap_ev": 4.577, "de_lowest_kj_mol": 382.7, "species": ["Ba", "Te", "S", "S", "F", "F", "F", "F", "N", "N", "N", "N", "N", "N", "N", "N", "N", "N", "C", "C", "C", "C", "C", "C", "C", "C", "C", "C", "C", "C", "C", "C", "C", "C", "C", "C", "C", "C", "C", "C", "C", "C", "C", "C", "C", "C", "C", "C", "C", "C", "C", "C", "C", "C", "C", "C", "C", "C", "C", "C", "C", "C", "H", "H", "H", "H", "H", "H", "H", "H", "H", "H", "H", "H", "H", "H", "H", "H", "H", "H", "H", "H", "H", "H", "H", "H", "H", "H", "H", "H", "H", "H", "H", "H", "H", "H", "H", "H", "H", "H"], "coordinates": [[0.398, -0.835, -1.339], [1.675, -2.756, -4.047], [1.420, -0.013, 3.316], [2.449, 0.171, 0.449], [-3.013, 1.289, 6.053], [0.287, -2.913, 5.282], [-1.889, 0.217, 8.145], [-0.901, -1.863, 3.251], [2.950, 1.996, 3.976], [2.471, -2.132, 1.901], [-0.581, -0.691, 0.924], [1.477, -4.068, 7.814], [-2.168, 1.157, 0.960], [-2.394, 0.093, -1.136], [-5.182, 1.107, 3.438], [0.468, -1.314, 1.084], [-0.436, -1.244, 10.414], [4.104, -0.018, 3.467], [1.743, -0.903, 1.779], [-2.022, -0.230, 4.546], [5.321, 1.893, 4.134], [1.544, 3.843, 0.083], [-2.220, 0.217, 5.858], [-0.622, 3.661, -1.195], [-0.692, -4.040, -7.308], [-4.076, 0.808, 3.471], [-5.159, 0.056, -0.842], [-1.553, 1.958, -4.462], [-2.984, 0.565, -0.041], [-1.621, -0.351, 6.955], [5.273, 0.569, 3.718], [-0.734, -1.458, 6.881], [-0.145, -4.757, -5.078], [4.122, 2.562, 4.260], [0.462, -4.466, -3.722], [-3.196, -0.400, -2.086], [0.772, -3.159, 7.869], [-2.849, 3.454, -2.332], [-1.301, -6.243, -6.577], [-0.101, -2.046, 7.992], [-1.277, -5.266, -7.565], [0.739, 3.354, -1.092], [2.870, 2.496, -2.120], [-0.765, 2.388, -3.250], [-4.362, 0.577, 0.155], [3.023, 0.731, 3.593], [-0.873, 0.635, 1.446], [0.608, 2.123, -3.179], [-4.572, -0.447, -1.997], [-0.551, -1.889, 5.546], [-1.377, 3.148, -2.253], [-0.302, -1.579, 9.320], [-1.172, -1.321, 4.466], [6.502, -0.263, 3.534], [1.366, 2.626, -2.113], [0.497, -2.429, -5.771], [-2.056, 0.739, 2.279], [1.284, 1.321, -4.268], [-0.738, -5.989, -5.340], [-1.259, 4.626, -0.228], [-2.675, 0.432, 3.418], [-0.124, -3.777, -6.064], [3.239, 1.612, -1.600], [6.260, 2.376, 4.361], [-4.784, 0.986, 1.060], [-0.045, 1.336, 1.506], [1.085, -5.279, -3.353], [0.624, 0.549, -4.673], [-1.750, -7.205, -6.777], [1.593, 1.933, -5.119], [2.304, 3.121, 0.372], [-0.668, -3.282, -8.079], [-2.349, 2.664, -4.689], [6.719, -0.366, 2.470], [-0.927, 1.895, -5.349], [-5.156, -0.865, -2.801], [-1.785, 4.119, 0.583], [-1.707, -5.466, -8.536], [-6.232, 0.041, -0.716], [-3.278, 3.625, -1.347], [7.367, 0.183, 4.018], [3.350, -1.895, 2.361], [-0.750, -6.751, -4.575], [-3.050, 4.350, -2.924], [-0.523, 5.286, 0.219], [1.951, -2.763, 2.505], [0.924, 4.006, 0.962], [2.184, 0.819, -3.911], [2.046, 4.789, -0.133], [6.336, -1.261, 3.936], [3.333, 3.350, -1.631], [-0.306, -4.258, -2.975], [-1.984, 5.259, -0.736], [4.096, 3.592, 4.591], [1.141, -2.083, -6.576], [-2.706, -0.788, -2.974], [-3.411, 2.639, -2.788], [-0.254, -1.662, -5.574], [3.263, 2.459, -3.134], [-2.037, 0.984, -4.346]], "lowdin_charge": [1.543, 1.218, 1.039, 0.415, 0.100, 0.074, 0.093, 0.051, 0.075, 0.001, -0.187, 0.120, 0.128, 0.027, 0.177, -0.268, 0.125, 0.122, -1.161, -0.078, -0.007, -0.049, -0.154, -0.172, -0.038, -0.157, -0.033, -0.032, -0.272, -0.140, -0.309, -0.060, -0.295, -0.111, -0.440, -0.170, -0.251, -0.041, -0.072, -0.205, -0.072, -0.181, -0.051, -0.201, 0.025, -0.641, -0.216, -0.244, -0.055, -0.173, -0.190, -0.247, -0.216, -0.021, -0.218, -0.447, -0.090, -0.072, -0.035, -0.033, -0.081, -0.296, 0.026, 0.111, 0.089, 0.113, 0.062, 0.047, 0.107, 0.103, 0.047, 0.117, 0.080, 0.088, 0.076, 0.108, 0.089, 0.106, 0.119, 0.075, 0.077, 0.055, 0.118, 0.099, 0.075, 0.083, 0.077, 0.062, 0.099, 0.087, 0.084, 0.053, 0.080, 0.113, 0.062, 0.094, 0.069, 0.049, 0.079, 0.070]}